[1]
Molecular formula: C8H9O5PS
Method: DFT, ωB97M-V/def2-TZVPD

Properties
Frontier orbital gap in eV: 5.78
Largest force on an atom in hartree/bohr: 0.0802
Calculated total energy in eV: -38803.082

The geometry in ORCA input format:
```
! RIJCOSX wB97M-V def2-TZVPD def2/J DEFGRID3
* xyz -2 1
C -1.0485 2.4431 -1.1060
C -2.2407 2.1033 -1.5451
C -0.4029 1.5871 -0.1600
C -2.8407 0.8934 -1.2059
C -1.1067 0.4807 0.2616
C -2.3123 0.0794 -0.1915
C -0.5477 -1.9094 1.2071
C -0.5235 -0.3404 1.3905
O 4.8337 -1.3537 0.4773
O 2.6825 0.2014 0.4619
O 2.7422 -2.2725 1.7279
O 2.5580 -1.7216 -0.7620
O 1.8978 0.3976 -1.9329
P 3.3873 -1.4537 0.6524
S 1.6402 -0.2961 -0.6738
H -0.6281 3.2701 -1.5438
H -2.6495 2.5251 -2.4261
H 0.6535 1.6084 -0.0224
H -3.7227 0.5146 -1.7834
H -1.2452 -2.0554 0.4485
H -0.9415 -2.3080 2.2154
H 0.4105 -2.2216 0.7602
H 0.5627 0.0870 1.4989
H -1.1583 -0.2589 2.2514
*
```

=====

[2]
Molecular formula: C5H6N2
Method: DFT, ωB97M-V/def2-TZVPD

Properties
Frontier orbital gap in eV: 10.62
Largest force on an atom in hartree/bohr: 0.0215
Calculated total energy in eV: -8261.024

The geometry in ORCA input format:
```
! RIJCOSX wB97M-V def2-TZVPD def2/J DEFGRID3
* xyz 0 1
H -0.7554 -1.2094 -3.0312
N -0.6660 -1.1736 -2.0206
C 0.3314 -0.5436 -1.5984
C 0.6679 -0.4070 -0.1363
C -0.4791 -0.3878 0.8229
C -0.7211 0.6243 1.6605
C 0.0125 1.8277 1.6317
N 0.5934 2.8163 1.5943
H 1.0833 -0.0727 -2.2484
H 1.2846 -1.2858 0.0999
H 1.2816 0.4866 0.0020
H -1.1018 -1.2716 0.8439
H -1.5311 0.5967 2.3797
*
```

=====

[3]
Molecular formula: C2H2ClIO
Method: DFT, ωB97M-V/def2-TZVPD

Properties
Frontier orbital gap (alpha / beta) in eV: 8.48 / 8.48
Largest force on an atom in hartree/bohr: 0.0791
Calculated total energy in eV: -24773.404

The geometry in ORCA input format:
```
! RIJCOSX wB97M-V def2-TZVPD def2/J DEFGRID3
* xyz 0 1
C 0.9662 0.5486 0.1514
C -0.2550 0.9871 0.8548
O 1.6659 1.2802 -0.4853
Cl -0.5695 2.6601 0.9046
I -0.7074 -0.1206 2.6061
H 1.1614 -0.5313 0.2666
H -1.4660 0.2356 -0.3282
*
```

=====

[4]
Molecular formula: C5H11ClOS
Method: DFT, ωB97M-V/def2-TZVPD

Properties
Frontier orbital gap in eV: 9.38
Largest force on an atom in hartree/bohr: 0.0648
Calculated total energy in eV: -30765.292

The geometry in ORCA input format:
```
! RIJCOSX wB97M-V def2-TZVPD def2/J DEFGRID3
* xyz 0 1
C 2.3700 -0.4117 0.3634
C 0.0148 -0.5961 -0.7879
C 1.1024 1.5313 -0.2856
C -3.9479 -0.9343 -0.9077
C 0.9871 0.0827 0.1877
O -4.3601 -1.7592 -0.0237
S 0.2019 0.2060 1.8466
Cl -3.7300 0.7034 -0.4779
H 2.8919 0.4548 0.7646
H 2.5748 -1.2057 1.0846
H 2.7856 -0.8500 -0.6312
H 0.4611 -0.8411 -1.7534
H -0.9885 -0.1816 -0.9599
H -0.2454 -1.5567 -0.2180
H 1.6520 2.2835 0.3348
H 1.6356 1.6907 -1.3064
H 0.1093 1.8063 -0.4098
H 1.2709 0.9168 2.3792
H -4.7856 -1.3391 0.8006
*
```